Computed, not measured: a cluster of 7 separate species, C38H64N9O2 in total, with ωB97M-V with the def2-TZVPD basis set.

```
113
C38H64N9O2 | the OMol25 dataset | ωB97M-V with the def2-TZVPD basis set
C 0.9875 1.7793 -2.4843
N 0.4938 1.8339 -1.0898
C -0.4087 2.9207 -0.8554
N 0.1132 3.8573 0.2561
C 0.9948 3.1332 1.2611
C 1.1164 3.9499 2.5184
C 2.0552 4.9665 2.6887
C 2.1197 5.6663 3.8774
C 1.2575 5.3764 4.9376
C 1.3600 6.1269 6.2339
C 0.3134 4.3693 4.7615
C 0.2497 3.6649 3.5701
N 0.7105 5.0962 -0.1766
C 1.6435 4.9651 -1.2916
C 3.0655 4.6053 -0.9986
O 1.2607 5.2477 -2.3957
C -0.2702 6.2042 -0.3522
C -1.4366 6.0713 -1.2831
O -0.0563 7.1830 0.2935
H 0.1825 1.7392 -3.2204
H 1.6231 2.6416 -2.6708
H 1.6198 0.8990 -2.5893
H -0.0081 0.9713 -0.9194
H -1.3732 2.5623 -0.4896
H -0.5947 3.4951 -1.7556
H -0.6944 4.1211 0.8260
H 0.4748 2.2097 1.5068
H 1.9459 2.9136 0.7966
H 2.7437 5.2341 1.8988
H 2.8659 6.4434 3.9896
H 0.5848 5.8157 6.9329
H 1.2946 7.2044 6.0838
H 2.3229 5.9200 6.7073
H -0.3683 4.1273 5.5674
H -0.4956 2.8796 3.4781
H 3.2272 4.1671 -0.0210
H 3.4472 3.9768 -1.8000
H 3.6165 5.5511 -1.0192
H -1.3446 5.2839 -2.0199
H -1.5024 7.0166 -1.8223
H -2.3752 5.9623 -0.7346
C 2.0365 -4.0068 -2.0713
C 1.7865 -3.4315 -0.6821
C 1.7065 -1.8988 -0.6810
C 2.9519 -1.2913 -1.1483
N 3.9236 -0.8078 -1.5164
H 2.9960 -3.6742 -2.4699
H 2.0535 -5.0958 -2.0444
H 1.2532 -3.7033 -2.7683
H 2.5763 -3.7506 0.0005
H 0.8448 -3.8193 -0.2868
H 1.5034 -1.5258 0.3248
H 0.8910 -1.5763 -1.3343
C -3.3405 10.1338 -1.6610
C -4.4973 10.2626 -2.6444
C -5.7257 9.4431 -2.2305
C -5.4244 8.0136 -2.1558
N -5.1786 6.8957 -2.1014
H -2.9874 9.1030 -1.5997
H -2.5004 10.7537 -1.9721
H -3.6366 10.4489 -0.6590
H -4.1747 9.9484 -3.6383
H -4.7962 11.3084 -2.7228
H -6.5375 9.5777 -2.9458
H -6.0881 9.7652 -1.2527
C -1.3145 -6.1160 -3.4233
C -1.2696 -5.9351 -1.9142
C -2.1657 -4.7962 -1.4086
C -1.7631 -3.5146 -1.9865
N -1.4015 -2.5276 -2.4438
H -0.9475 -5.2291 -3.9415
H -0.6814 -6.9455 -3.7186
H -2.3311 -6.3189 -3.7698
H -0.2390 -5.7415 -1.6075
H -1.5814 -6.8571 -1.4198
H -2.1035 -4.7116 -0.3225
H -3.2101 -4.9762 -1.6687
C 1.5508 -8.8393 -0.2934
C 1.7009 -9.8339 -1.4389
C 2.6469 -9.3384 -2.5381
C 2.1620 -8.0973 -3.1398
N 1.7496 -7.1339 -3.6051
H 1.1151 -7.8985 -0.6373
H 0.8984 -9.2417 0.4814
H 2.5171 -8.6180 0.1640
H 0.7219 -10.0431 -1.8752
H 2.0901 -10.7799 -1.0635
H 2.7393 -10.0908 -3.3216
H 3.6440 -9.1591 -2.1327
C -1.7452 4.9401 10.6810
C -1.7640 6.3058 10.0055
C -2.7830 6.3923 8.8619
C -2.4909 5.4244 7.8053
N -2.2439 4.6569 6.9911
H -1.4509 4.1551 9.9829
H -1.0343 4.9312 11.5063
H -2.7278 4.6862 11.0820
H -0.7700 6.5406 9.6197
H -2.0102 7.0757 10.7376
H -2.7807 7.3878 8.4166
H -3.7907 6.1961 9.2319
C 0.6348 -11.9400 -5.8804
C 1.6992 -12.9534 -6.2836
C 2.0005 -13.9737 -5.1785
C 2.5001 -13.3222 -3.9686
N 2.9033 -12.7974 -3.0333
H 0.9584 -11.3431 -5.0258
H 0.4274 -11.2540 -6.7009
H -0.2998 -12.4359 -5.6122
H 2.6203 -12.4335 -6.5525
H 1.3709 -13.4980 -7.1696
H 2.7515 -14.6915 -5.5094
H 1.0996 -14.5316 -4.9173
```

* total charge: +1
* E: -2129.3305 Eh

Löwdin population analysis, charges in e, atoms 1 to 6: -0.06, -0.07, -0.12, 0.00, -0.06, -0.23

Computed, not measured: a cluster of 2 separate species, C9H14O in total in a non-equilibrium geometry, with ωB97M-V with the def2-TZVPD basis set.

```
24
C9H14O | the OMol25 dataset | ωB97M-V with the def2-TZVPD basis set
C 1.5920 1.9898 2.9023
C 1.1710 2.7008 1.6055
H 1.1231 1.0107 2.9863
H 2.6375 1.7009 2.8145
H 1.5048 2.7079 3.7067
H 1.4435 2.1509 0.7074
H 1.5413 3.7061 1.6311
H 0.0783 2.7529 1.5654
C -2.8602 0.0609 -0.8000
C -0.4454 -0.0814 -1.6070
C -1.5069 -0.6269 -0.8986
C 0.7515 -0.7185 -1.9354
C -1.3263 -1.9460 -0.4695
C 0.8632 -2.0149 -1.4495
C -0.0991 -2.5754 -0.6165
O 1.9777 -2.7341 -1.8020
H -0.3733 1.0067 -1.6794
H 1.4952 -0.2184 -2.5308
H -2.8815 0.6858 0.0856
H -3.5793 -0.7274 -0.9945
H -2.1419 -2.4367 0.0518
H 0.1785 -3.4379 -0.0535
H 1.8551 -3.6572 -1.5458
H -2.9990 0.7013 -1.6741
```

* SMILES: Cc1ccc(O)cc1.CC
* E: -426.5406 Eh

Löwdin population analysis, charges in e, atoms 1 to 6: -0.17, -0.17, 0.06, 0.05, 0.06, 0.05

Computed, not measured: an isolated molecule of C7H17N in a non-equilibrium geometry, with ωB97M-V with the def2-TZVPD basis set.

```
25
C7H17N | the OMol25 dataset | ωB97M-V with the def2-TZVPD basis set
C -0.0436 1.8318 0.7136
N 0.6095 1.0441 -0.3076
C 0.0562 -0.2027 -0.8211
C -0.7076 -1.0202 0.2176
C -1.2845 -2.2656 -0.4870
C 0.2023 -1.4085 1.3909
C 1.2003 -0.9904 -1.4936
C 0.0127 3.3288 0.4760
H 0.4639 1.7116 1.6916
H -1.0574 1.4812 0.8716
H 1.4822 1.4138 -0.6344
H -0.6228 0.0650 -1.6253
H -1.5957 -0.4949 0.5615
H -0.5473 -2.9751 -0.8563
H -1.9065 -2.8129 0.2246
H -1.9812 -1.9293 -1.2479
H -0.1408 -2.3298 1.8755
H 1.2344 -1.4836 1.0976
H 0.1531 -0.6660 2.1883
H 1.3444 -1.9728 -1.0386
H 0.9724 -1.1783 -2.5429
H 2.1476 -0.4504 -1.4435
H -0.6801 3.8734 1.1132
H 0.9841 3.8124 0.6082
H -0.2955 3.6184 -0.5317
```

* SMILES: CCN[C@@H](C)C(C)C
* E: -331.6367 Eh

Löwdin population analysis, charges in e, atoms 1 to 6: -0.29, -0.05, -0.38, -0.39, -0.08, -0.06

Computed, not measured: a structure of composition C27H46BN6PdSe4, with ωB97M-V with the def2-TZVPD basis set.

```
85
C27H46BN6PdSe4 | the OMol25 dataset | ωB97M-V with the def2-TZVPD basis set
Pd -2.0620 -0.9615 0.1407
C -1.4195 -3.9726 1.8713
C -0.1393 -4.4072 1.1694
C 0.6169 -5.4276 2.0156
C 0.7259 -3.2247 0.8304
C 2.1169 -3.0697 1.0029
C 2.3938 -1.7875 0.5836
C 3.7481 -1.1362 0.6791
C 3.7684 0.1127 1.5572
C 4.4282 -0.8675 -0.6614
N 1.2298 -1.2381 0.1407
N 0.2141 -2.1247 0.3237
B 0.9231 0.2127 -0.3014
N 0.2376 0.9847 0.8622
N -0.7396 0.3262 1.5442
C -1.1817 1.1474 2.4897
C -0.5128 2.3702 2.4017
C 0.3574 2.2417 1.3326
C 1.1862 3.3821 0.7883
C 2.4560 3.6472 1.5957
C 1.4717 3.3618 -0.7116
C -2.2363 0.7256 3.4811
C -3.5315 0.2981 2.8047
C -2.5017 1.8230 4.5059
N -0.0516 0.3257 -1.5423
N -1.3345 0.7226 -1.2762
C -1.9147 1.0060 -2.4346
C -1.0236 0.7541 -3.4846
C 0.1484 0.3400 -2.8774
C 1.4126 -0.0586 -3.5879
C 1.8997 -1.4452 -3.1745
C 2.4918 1.0204 -3.5241
C -3.3266 1.5230 -2.5014
C -3.4638 2.5490 -3.6279
C -3.7874 2.1285 -1.1815
H -2.0240 -4.8466 2.1244
H -2.0592 -3.3374 1.2546
H -1.1855 -3.4300 2.7928
H -0.4211 -4.8906 0.2275
H 0.9157 -4.9920 2.9729
H 1.5168 -5.7917 1.5179
H -0.0192 -6.2899 2.2211
H 2.8273 -3.7671 1.4116
H 4.3469 -1.8982 1.1912
H 3.2978 0.9446 1.0386
H 4.7977 0.3981 1.7860
H 3.2329 -0.0396 2.4947
H 3.9274 -0.0680 -1.2046
H 4.4297 -1.7511 -1.3003
H 5.4641 -0.5612 -0.4978
H 1.9727 0.7162 -0.5751
H -0.6555 3.2525 3.0018
H 0.5296 4.2432 0.9611
H 3.1706 2.8301 1.4985
H 2.2300 3.7686 2.6557
H 2.9401 4.5596 1.2415
H 2.3212 2.7262 -0.9541
H 1.7131 4.3750 -1.0412
H 0.6170 3.0071 -1.2890
H -1.8314 -0.1415 4.0174
H -4.0027 1.1465 2.3015
H -4.2367 -0.1205 3.5247
H -3.3500 -0.4665 2.0453
H -2.8855 2.7231 4.0195
H -1.6003 2.0969 5.0551
H -3.2510 1.4933 5.2277
H -1.1833 0.8609 -4.5437
H 1.1082 -0.1304 -4.6389
H 2.1006 -1.5142 -2.1079
H 2.8181 -1.7008 -3.7082
H 1.1447 -2.1993 -3.4038
H 2.8206 1.2107 -2.5053
H 2.1107 1.9612 -3.9251
H 3.3632 0.7229 -4.1108
H -3.9798 0.6747 -2.7388
H -2.8121 3.4055 -3.4389
H -4.4920 2.9100 -3.6893
H -3.1959 2.1399 -4.6021
H -3.1593 2.9817 -0.9133
H -3.7403 1.4143 -0.3586
H -4.8176 2.4769 -1.2794
Se -2.1100 -2.5729 -2.1038
Se -2.2780 -4.7912 -2.0543
Se -4.9188 -3.3265 0.2597
Se -4.1077 -1.6938 -1.0925
```

* total charge: -1
* E: -11143.6268 Eh
* multiplicity: 3

Löwdin population analysis, charges in e, atoms 1 to 6: 0.40, -0.09, -0.38, -0.09, -0.27, 0.03

Computed, not measured: a cluster of 2 separate species, C5H13N2O in total, with ωB97M-V with the def2-TZVPD basis set.

```
21
C5H13N2O | the OMol25 dataset | ωB97M-V with the def2-TZVPD basis set
C -1.5076 -0.0669 0.3166
C -2.6086 0.3512 -0.3078
N -3.5697 -0.4296 -0.8506
N -0.6145 0.9462 0.9159
H -1.1868 -1.0781 0.4581
H -2.8240 1.4158 -0.3652
H -4.1732 0.0051 -1.5247
H -3.3894 -1.4167 -0.9499
H 0.2786 1.0118 0.3959
H -0.3693 0.7573 1.8861
H -1.1076 1.8387 0.8700
C 1.5936 -1.4836 0.7001
C 2.2399 -0.1581 0.4171
C 2.2859 0.3814 -0.7961
O 2.9608 1.5307 -1.0299
H 0.8996 -1.4501 1.5398
H 1.0728 -1.8476 -0.1830
H 2.3457 -2.2275 0.9468
H 2.8686 0.2832 1.1862
H 1.7754 -0.0505 -1.6486
H 3.0299 1.6877 -1.9769
```

* total charge: +1
* E: -382.7794 Eh

Löwdin population analysis, charges in e, atoms 1 to 6: -0.10, -0.19, 0.10, 0.18, 0.10, 0.14

Computed, not measured: a cluster of 2 separate species, C59H50FN4 in total in a non-equilibrium geometry, with ωB97M-V with the def2-TZVPD basis set.

```
114
C59H50FN4 | the OMol25 dataset | ωB97M-V with the def2-TZVPD basis set
C -2.7717 -5.6465 -3.5231
C -1.4091 -5.6746 -3.7545
C -0.7627 -4.5422 -4.1964
C -1.4697 -3.3622 -4.4208
N -0.7722 -2.1571 -4.8297
C -0.7964 -1.7471 -6.2231
C -1.8756 -1.0211 -6.7231
C -1.9295 -0.6660 -8.0525
C -0.8993 -1.0210 -8.9033
C 0.1915 -1.7173 -8.4179
C 0.2446 -2.0777 -7.0888
C -0.3897 -1.1983 -3.8186
C 0.9633 -0.9672 -3.5380
C 1.3370 -0.0477 -2.5969
C 0.3726 0.7204 -1.9084
C 0.7922 1.6662 -0.9393
C 0.0369 2.7419 -0.4067
C 0.4055 3.3057 0.8356
C -0.3084 4.3352 1.3822
C -1.3957 4.8956 0.7021
N -2.1572 5.9418 1.2980
C -2.8891 6.8661 0.4561
C -4.1931 6.5896 0.0492
C -4.8564 7.4423 -0.8046
C -4.2367 8.5936 -1.2531
C -2.9488 8.8889 -0.8474
C -2.2794 8.0321 -0.0027
C -2.4092 5.9134 2.7254
C -1.6864 6.7164 3.6052
C -1.9805 6.7191 4.9512
C -2.9989 5.9218 5.4398
C -3.7065 5.0999 4.5829
C -3.4079 5.0882 3.2390
C -1.7288 4.3931 -0.5604
C -1.0481 3.3349 -1.0939
C -0.9897 0.4514 -2.1753
C -1.3584 -0.4882 -3.0978
C -2.8449 -3.3545 -4.1935
C -3.4880 -4.4841 -3.7407
H -3.2772 -6.5317 -3.1755
H -0.8538 -6.5842 -3.5862
H 0.2986 -4.5497 -4.3727
H -2.6689 -0.7445 -6.0512
H -2.7781 -0.1194 -8.4319
H -0.9517 -0.7606 -9.9473
H 0.9971 -1.9841 -9.0836
H 1.0893 -2.6194 -6.7015
H 1.7025 -1.5359 -4.0747
H 2.3785 0.1165 -2.3792
H 1.7899 1.5417 -0.5505
H 1.2538 2.8931 1.3558
H -0.0335 4.7495 2.3371
H -4.6693 5.6936 0.4055
H -5.8609 7.2141 -1.1239
H -4.7563 9.2611 -1.9205
H -2.4688 9.7905 -1.1940
H -1.2765 8.2511 0.3191
H -0.8959 7.3327 3.2148
H -1.4239 7.3512 5.6247
H -3.2507 5.9504 6.4869
H -4.4993 4.4772 4.9659
H -3.9482 4.4485 2.5632
H -2.5360 4.8533 -1.1045
H -1.3077 2.9805 -2.0750
H -1.7484 0.9576 -1.6066
H -2.3994 -0.6984 -3.2768
H -3.3971 -2.4498 -4.3755
H -4.5500 -4.4615 -3.5528
F 1.1409 -2.7365 0.0673
C 1.5991 -2.8572 1.3396
C 0.5293 -3.5302 2.1953
C -0.5545 -4.1502 1.6034
C -1.4993 -4.8049 2.3704
C -1.3669 -4.8504 3.7427
C -0.2983 -4.2234 4.3451
C 0.6308 -3.5584 3.5756
C 2.8797 -3.6999 1.3104
C 3.0174 -4.8722 2.0416
C 4.1865 -5.6058 2.0060
C 5.2435 -5.1824 1.2319
C 5.1144 -4.0353 0.4792
C 3.9411 -3.3070 0.5151
C 1.8751 -1.4088 1.8648
C 0.5817 -0.5771 1.9980
C 0.6644 0.1538 3.3562
C 1.9938 -0.2701 3.9978
N 2.5485 -1.3913 3.1991
C 3.9359 -1.7282 3.3434
C 4.9445 -1.0443 2.6800
C 6.2503 -1.4241 2.8603
N 6.6453 -2.4228 3.6313
C 5.6805 -3.0690 4.2649
C 4.3467 -2.7674 4.1681
H -0.6555 -4.1047 0.5326
H -2.3518 -5.2663 1.8998
H -2.0943 -5.3753 4.3409
H -0.2036 -4.2337 5.4183
H 1.4477 -3.0427 4.0412
H 2.1974 -5.2217 2.6419
H 4.2778 -6.5112 2.5848
H 6.1591 -5.7516 1.2066
H 5.9368 -3.7086 -0.1345
H 3.8380 -2.4242 -0.0892
H 2.5521 -0.9135 1.1614
H 0.4613 0.1225 1.1644
H -0.2909 -1.2361 1.9471
H 0.6190 1.2411 3.2256
H -0.1812 -0.1159 4.0002
H 2.7336 0.5367 4.0038
H 1.8727 -0.6070 5.0313
H 4.6963 -0.2215 2.0350
H 7.0349 -0.8838 2.3552
H 5.9930 -3.8857 4.8976
H 3.6132 -3.3418 4.7028
```

* total charge: +1
* E: -2596.9112 Eh

Löwdin population analysis, charges in e, atoms 1 to 6: -0.08, -0.07, -0.01, -0.20, -0.02, -0.20

Computed, not measured: a cluster of 12 separate species, C23H67N2O13 in total in a non-equilibrium geometry, with ωB97M-V with the def2-TZVPD basis set.

```
105
C23H67N2O13 | the OMol25 dataset | ωB97M-V with the def2-TZVPD basis set
C 0.6630 -0.8410 0.6984
C 0.0058 0.1931 -0.1067
O 0.5588 1.2900 -0.1991
O -1.1309 -0.1124 -0.5915
H 0.9099 -1.7213 0.0396
H 0.1733 -1.1626 1.5885
H 1.6761 -0.5646 1.0859
C 1.9535 1.9031 2.6906
O 0.5508 1.8215 2.4445
H 2.4496 2.7575 2.3577
H 2.4946 1.1158 2.1056
H 2.1333 1.8605 3.7595
H 0.4403 1.5283 1.5320
C -4.7885 -0.5842 -1.2262
O -5.7080 0.2404 -1.8377
H -4.9948 -1.6187 -1.3587
H -4.6150 -0.3255 -0.1601
H -3.8328 -0.5048 -1.7169
H -6.0252 0.8808 -1.1615
C -2.4944 2.5512 0.2674
O -2.7654 1.9268 -0.9834
H -2.9216 3.4894 0.4360
H -1.4357 2.7259 0.3626
H -2.7244 1.9283 1.1380
H -2.1265 1.1870 -0.9624
C 3.9128 -0.9895 -0.9175
O 3.5076 -1.4095 -2.2374
H 3.2101 -0.1771 -0.7168
H 4.8619 -0.5120 -0.8847
H 3.7334 -1.7447 -0.1185
H 3.8961 -0.8360 -2.8896
C 1.9033 -4.1002 -0.9420
O 2.6002 -3.8222 -2.1403
H 1.8996 -5.2178 -0.7231
H 0.8573 -3.7017 -1.0042
H 2.3296 -3.5374 -0.0974
H 2.8836 -2.8736 -2.1440
C -2.7743 -0.6369 2.7777
O -3.4811 -1.4064 3.6722
N -2.1220 0.4248 3.1993
N -2.5706 -0.9396 1.5823
H -2.2027 0.4400 4.2611
H -1.4223 0.9593 2.7177
H -2.8685 -1.8604 1.2960
H -1.9111 -0.4165 0.9274
C -0.2384 5.0230 0.2799
C 0.0733 5.3054 -1.2218
C -0.5046 4.2134 -2.1441
O -0.3237 6.4039 -1.6373
H -1.3170 4.9314 0.3987
H 0.1609 5.8462 0.8655
H 0.1765 4.0652 0.6255
H 1.1833 5.3187 -1.3260
H -1.5946 4.3654 -2.1378
H -0.2822 3.2401 -1.6671
H -0.0467 4.2819 -3.1330
H -0.1249 7.0487 -0.9525
C 0.4693 -2.3089 -4.1804
C 0.1450 -1.3297 -3.1110
C 0.7515 -0.0072 -3.5263
O -1.0746 -1.2092 -2.8428
H -0.0833 -2.1867 -5.1258
H 0.1627 -3.3130 -3.9449
H 1.5646 -2.2884 -4.3407
H 0.6508 -1.5812 -2.1938
H 1.8418 -0.0198 -3.4952
H 0.5050 0.8079 -2.7728
H 0.4816 0.2570 -4.5185
H -1.1921 -0.7288 -1.9872
C -4.1941 -4.4429 -0.4680
C -2.9351 -4.2350 0.2589
C -1.9530 -3.4121 -0.5376
O -3.0922 -3.5880 1.3020
H -4.7140 -3.5136 -0.5711
H -4.8117 -5.1824 0.0115
H -3.8644 -4.7957 -1.4651
H -2.5329 -5.2323 0.5368
H -1.5798 -3.8306 -1.4629
H -1.0614 -3.0439 -0.0927
H -2.4718 -2.4632 -0.7123
H -3.3312 -4.1640 2.0291
C 1.8828 -1.5517 4.3131
C 0.6259 -0.8322 4.7203
C -0.4719 -1.9441 4.7919
O 0.6944 -0.2771 5.8502
H 1.6850 -2.4796 3.7571
H 2.5212 -1.7075 5.1400
H 2.3918 -0.9610 3.5229
H 0.2544 -0.1214 4.0158
H -0.1112 -2.7707 5.3783
H -0.7972 -2.3750 3.8372
H -1.4136 -1.5722 5.2185
H 1.1844 -0.9066 6.3505
C 3.3536 2.9393 -0.2195
C 3.2590 2.9243 -1.7074
C 4.3034 2.2820 -2.4886
O 2.1668 2.4490 -2.1120
H 3.7449 2.0647 0.1090
H 2.3958 3.0220 0.2893
H 4.0568 3.6437 0.1532
H 3.2487 3.9640 -1.9727
H 4.3625 2.7236 -3.4387
H 4.1935 1.2514 -2.6616
H 5.2548 2.4324 -1.9772
H 1.6833 1.9637 -1.4292
```

* total charge: -1
* E: -2003.9557 Eh

Löwdin population analysis, charges in e, atoms 1 to 6: 0.02, -0.65, -0.01, -0.08, 0.08, 0.07